(1)
C37H35MnN6O3PS | wB97M-V/def2-TZVPD

Last column: Löwdin spin population.
CARTESIAN COORDINATES (ANGSTROEM)
Mn (-0.23, 0.49, -0.68)  1.028
C (1.25, -1.35, 4.38)  0.000
C (-0.18, -1.01, 4.05)  0.000
C (-1.12, -1.08, 5.09)  0.000
C (-2.45, -0.76, 4.89)  0.000
C (-2.89, -0.35, 3.65)  0.000
C (-1.98, -0.26, 2.60)  0.000
C (-0.63, -0.60, 2.78)  -0.001
P (0.37, -0.53, 1.26)  -0.014
C (1.91, 0.30, 1.83)  0.002
C (1.68, 1.42, 2.65)  0.001
C (2.71, 2.23, 3.09)  0.000
C (4.01, 1.95, 2.70)  0.001
C (4.25, 0.86, 1.87)  0.000
C (3.22, 0.03, 1.42)  0.001
C (3.58, -1.12, 0.52)  0.000
C (0.66, -2.26, 0.79)  -0.006
C (0.77, -3.35, 1.65)  -0.002
C (1.05, -4.61, 1.13)  0.000
C (1.21, -4.76, -0.24)  -0.001
C (1.05, -3.69, -1.09)  0.000
C (0.74, -2.42, -0.59)  -0.005
C (0.45, -1.23, -1.46)  -0.029
H (1.28, -2.09, 5.19)  0.000
H (1.79, -0.46, 4.72)  0.000
H (1.80, -1.74, 3.54)  0.000
H (-0.78, -1.40, 6.07)  0.000
H (-3.15, -0.83, 5.72)  0.000
H (-3.93, -0.10, 3.47)  0.000
H (-2.32, 0.05, 1.63)  0.000
H (0.67, 1.64, 2.96)  0.000
H (2.50, 3.08, 3.73)  0.000
H (4.84, 2.57, 3.04)  0.000
H (5.27, 0.64, 1.57)  0.000
H (4.66, -1.13, 0.33)  0.000
H (3.07, -1.05, -0.44)  0.000
H (3.31, -2.08, 0.95)  0.000
H (0.60, -3.23, 2.71)  0.000
H (1.13, -5.46, 1.79)  0.000
H (1.44, -5.74, -0.64)  0.000
H (1.12, -3.83, -2.16)  0.000
H (-0.43, -1.51, -2.06)  0.002
H (1.26, -1.13, -2.21)  -0.002
N (-5.79, -1.99, -5.96)  0.000
C (-5.22, -1.73, -4.72)  0.000
C (-5.99, -1.77, -3.55)  0.000
C (-5.41, -1.55, -2.32)  0.000
C (-4.05, -1.30, -2.23)  0.001
C (-3.27, -1.26, -3.37)  0.000
C (-3.85, -1.47, -4.61)  0.000
S (-3.32, -1.08, -0.63)  0.001
O (-2.53, -2.24, -0.32)  0.000
O (-4.37, -0.70, 0.27)  0.000
N (-2.24, 0.12, -0.83)  0.003
C (-2.58, 1.39, -1.13)  0.003
N (-3.80, 1.83, -1.47)  0.001
C (-3.89, 3.12, -1.75)  0.003
C (-2.82, 4.00, -1.70)  0.001
C (-1.60, 3.46, -1.34)  0.003
N (-1.47, 2.18, -1.04)  0.002
H (-6.78, -1.81, -6.02)  0.000
H (-5.30, -1.60, -6.75)  0.000
H (-7.05, -1.97, -3.62)  0.000
H (-6.01, -1.56, -1.42)  0.000
H (-2.21, -1.07, -3.30)  0.000
H (-3.23, -1.44, -5.51)  0.000
H (-4.88, 3.47, -2.03)  0.000
H (-2.93, 5.05, -1.94)  0.000
H (-0.70, 4.07, -1.29)  0.000
N (6.36, 3.26, -0.94)  0.000
C (5.19, 3.91, -0.71)  0.000
O (5.14, 5.08, -0.40)  0.000
C (3.94, 3.09, -0.89)  -0.001
C (2.81, 3.47, -0.18)  0.001
C (1.67, 2.70, -0.29)  0.006
N (1.59, 1.62, -1.07)  0.001
C (2.67, 1.28, -1.77)  -0.002
C (3.86, 1.99, -1.72)  0.000
H (7.21, 3.76, -0.74)  0.000
H (6.39, 2.25, -0.96)  0.000
H (2.85, 4.33, 0.47)  0.000
H (0.78, 2.94, 0.28)  0.003
H (2.57, 0.40, -2.40)  0.000
H (4.69, 1.67, -2.33)  0.000

## Properties
Highest occupied orbital energy (spin up / spin down)   -7.81 / -7.40 eV
Total charge   0
Largest force on an atom   0.7 eV Å⁻¹
E   -105464.8708 eV
Multiplicity   2



(2)
C37H36BBr2F2N5OSSr | wB97M-V/def2-TZVPD

Last column: Löwdin charge in e.
CARTESIAN COORDINATES (ANGSTROEM)
Sr (-0.49, -1.00, -1.04)  1.281
C (0.33, 1.90, 3.94)  -0.048
C (0.20, 0.42, 3.65)  -0.181
C (1.29, -0.30, 3.14)  -0.192
C (2.65, 0.34, 2.99)  -0.054
C (1.15, -1.66, 2.84)  -0.176
C (2.38, -2.45, 2.44)  -0.061
C (-0.09, -2.29, 2.97)  -0.182
C (-0.28, -3.74, 2.59)  -0.042
C (-1.17, -1.58, 3.53)  -0.198
C (-2.48, -2.29, 3.74)  -0.046
C (-1.00, -0.24, 3.92)  -0.189
C (-2.11, 0.45, 4.69)  -0.042
H (0.71, 2.09, 4.95)  0.097
H (-0.62, 2.41, 3.85)  0.072
H (1.01, 2.39, 3.25)  0.047
H (3.25, 0.16, 3.89)  0.099
H (2.60, 1.41, 2.84)  0.052
H (3.21, -0.08, 2.16)  0.060
H (2.67, -2.27, 1.40)  0.048
H (2.24, -3.52, 2.55)  0.050
H (3.23, -2.17, 3.06)  0.085
H (-0.11, -4.40, 3.45)  0.100
H (0.40, -4.05, 1.80)  0.023
H (-1.29, -3.93, 2.24)  0.070
H (-3.23, -1.66, 4.21)  0.062
H (-2.36, -3.18, 4.35)  0.091
H (-2.90, -2.62, 2.79)  0.081
H (-2.48, -0.19, 5.49)  0.084
H (-2.97, 0.70, 4.07)  0.068
H (-1.77, 1.37, 5.16)  0.068
Br (0.99, 8.25, -4.44)  0.725
C (-0.57, 7.55, -3.63)  -0.699
C (-0.46, 6.87, -2.42)  -0.121
C (-1.59, 6.35, -1.83)  -0.029
C (-2.83, 6.51, -2.44)  -0.293
C (-2.94, 7.23, -3.62)  -0.036
C (-1.80, 7.73, -4.23)  -0.123
N (-4.04, 6.08, -1.79)  0.071
N (-4.22, 4.91, -1.43)  0.062
C (-3.36, 3.84, -1.80)  -0.244
C (-2.80, 3.66, -3.05)  -0.018
C (-2.05, 2.53, -3.35)  0.004
C (-1.78, 1.53, -2.41)  -0.414
O (-1.01, 0.54, -2.66)  -0.306
C (-2.44, 1.67, -1.12)  -0.173
N (-2.29, 0.65, -0.21)  -0.018
C (-2.88, 0.75, 0.96)  -0.133
C (-3.67, 1.85, 1.33)  -0.045
C (-3.84, 2.87, 0.44)  0.008
C (-3.23, 2.81, -0.83)  -0.099
H (0.51, 6.75, -1.96)  0.100
H (-1.51, 5.80, -0.90)  0.120
H (-3.92, 7.38, -4.06)  0.116
H (-1.87, 8.28, -5.16)  0.101
H (-2.96, 4.40, -3.82)  0.115
H (-1.62, 2.42, -4.34)  0.116
H (-2.74, -0.07, 1.65)  0.098
H (-4.15, 1.87, 2.30)  0.098
H (-4.46, 3.73, 0.68)  0.112
S (2.41, -4.71, -0.17)  0.643
C (2.43, -5.93, -1.32)  -0.762
N (1.32, -6.21, -2.06)  0.059
C (1.24, -7.15, -3.04)  -0.062
C (2.31, -7.94, -3.32)  -0.067
C (3.49, -7.72, -2.58)  -0.060
C (3.55, -6.76, -1.62)  -0.096
H (0.50, -5.63, -1.92)  0.094
H (0.28, -7.20, -3.54)  0.134
H (2.24, -8.69, -4.09)  0.104
H (4.36, -8.33, -2.78)  0.111
H (4.46, -6.59, -1.05)  0.100
Br (1.10, 1.82, -0.01)  0.856
C (2.51, 0.67, -0.59)  -0.716
C (3.82, 1.11, -0.54)  -0.098
C (4.79, 0.22, -0.97)  -0.043
C (4.42, -1.04, -1.42)  -0.034
C (3.07, -1.37, -1.43)  -0.126
N (2.13, -0.52, -1.01)  -0.054
H (4.06, 2.10, -0.19)  0.109
H (5.83, 0.51, -0.95)  0.115
H (5.15, -1.76, -1.75)  0.115
H (2.73, -2.34, -1.75)  0.070
F (0.78, -3.42, -3.32)  0.012
B (-0.35, -3.38, -2.54)  -0.632
F (-1.06, -4.53, -2.79)  0.006

## Properties
Highest occupied orbital energy   -7.14 eV
Total charge   0
Largest force on an atom   0.6 eV Å⁻¹
E   -206322.5232 eV
Multiplicity   1



(3)
C37H36Br3N7O8 | wB97M-V/def2-TZVPD

Last column: Löwdin charge in e.
CARTESIAN COORDINATES (ANGSTROEM)
N (-2.20, -6.52, -2.31)  -0.005
C (-3.29, -6.73, -3.10)  -0.133
C (-4.08, -5.58, -2.93)  -0.126
C (-3.50, -4.62, -2.02)  -0.077
C (-2.37, -5.33, -1.66)  -0.182
H (-1.44, -7.14, -2.07)  0.150
H (-3.33, -7.56, -3.79)  0.101
H (-5.01, -5.41, -3.44)  0.079
H (-3.75, -3.61, -1.75)  0.092
H (-1.54, -4.90, -1.12)  0.103
N (5.51, 0.99, 5.97)  0.008
C (6.66, 1.70, 6.06)  -0.155
C (6.56, 2.84, 5.30)  -0.117
C (5.26, 2.84, 4.80)  -0.154
C (4.57, 1.76, 5.25)  -0.117
H (5.27, 0.14, 6.46)  0.143
H (7.53, 1.34, 6.60)  0.106
H (7.31, 3.60, 5.13)  0.093
H (4.73, 3.60, 4.25)  0.092
H (3.53, 1.47, 5.18)  0.102
N (-0.07, -4.07, -6.78)  -0.002
C (0.91, -4.01, -7.70)  -0.142
C (1.08, -2.66, -8.04)  -0.112
C (0.36, -1.92, -7.10)  -0.124
C (-0.34, -2.82, -6.37)  -0.167
H (-0.40, -4.95, -6.40)  0.154
H (1.35, -4.87, -8.20)  0.102
H (1.79, -2.25, -8.75)  0.088
H (0.25, -0.84, -7.07)  0.093
H (-1.01, -2.81, -5.52)  0.109
C (-2.71, 1.01, 0.86)  -1.485
Br (-1.86, 2.25, 2.16)  0.523
Br (-1.92, 1.11, -0.97)  0.501
Br (-4.73, 0.96, 0.78)  0.503
H (-2.38, 0.04, 1.23)  -0.046
C (6.50, 0.72, -2.54)  -0.102
C (5.24, 0.28, -2.83)  -0.063
C (4.58, -0.44, -1.82)  0.014
C (5.05, -0.47, -0.50)  -0.180
C (6.30, 0.07, -0.23)  0.015
C (6.98, 0.76, -1.25)  -0.060
N (4.39, -1.27, 0.45)  -0.338
O (3.16, -1.14, 0.58)  0.068
O (5.06, -2.00, 1.18)  0.080
H (7.05, 1.37, -3.20)  0.109
H (4.79, 0.40, -3.80)  0.111
H (3.68, -0.94, -2.18)  0.119
H (6.75, 0.05, 0.75)  0.122
H (7.97, 1.16, -1.06)  0.108
C (-6.32, -1.04, -6.91)  -0.091
C (-5.88, 0.06, -6.17)  -0.064
C (-6.65, 0.73, -5.19)  0.016
C (-7.90, 0.14, -4.83)  -0.148
C (-8.30, -0.96, -5.55)  0.003
C (-7.53, -1.58, -6.59)  -0.060
N (-8.77, 0.72, -3.78)  -0.293
O (-9.93, 0.26, -3.60)  0.052
O (-8.34, 1.79, -3.27)  0.051
H (-5.80, -1.46, -7.76)  0.110
H (-4.93, 0.50, -6.42)  0.101
H (-6.26, 1.57, -4.64)  0.110
H (-9.30, -1.32, -5.33)  0.110
H (-7.92, -2.37, -7.21)  0.105
C (-3.84, -4.14, 5.14)  -0.072
C (-3.95, -5.48, 4.86)  -0.079
C (-2.81, -6.22, 4.72)  -0.002
C (-1.51, -5.67, 4.84)  -0.153
C (-1.44, -4.35, 5.16)  -0.015
C (-2.59, -3.55, 5.35)  -0.045
N (-0.28, -6.42, 4.72)  -0.335
O (0.80, -5.91, 5.01)  0.078
O (-0.43, -7.60, 4.39)  0.066
H (-4.72, -3.56, 5.38)  0.105
H (-4.90, -5.99, 4.77)  0.112
H (-2.97, -7.28, 4.57)  0.117
H (-0.51, -3.83, 5.35)  0.119
H (-2.42, -2.49, 5.48)  0.104
C (1.40, 8.94, 3.88)  -0.067
C (1.68, 10.14, 3.24)  -0.070
C (2.76, 10.96, 3.62)  0.012
C (3.62, 10.53, 4.62)  -0.168
C (3.38, 9.33, 5.21)  -0.017
C (2.32, 8.49, 4.83)  -0.050
N (4.79, 11.27, 5.03)  -0.352
O (5.07, 12.34, 4.47)  0.064
O (5.49, 10.78, 5.87)  0.094
H (0.56, 8.35, 3.54)  0.104
H (1.02, 10.48, 2.46)  0.104
H (2.85, 11.91, 3.12)  0.118
H (4.00, 8.81, 5.92)  0.122
H (2.24, 7.47, 5.20)  0.105

## Properties
Highest occupied orbital energy   -8.28 eV
Total charge   0
Largest force on an atom   3.8 eV Å⁻¹
E   -275875.6482 eV
Multiplicity   1
Structure (SMILES)   O=[N+]([O-])c1ccccc1.O=[N+]([O-])c1ccccc1.O=[N+]([O-])c1ccccc1.O=[N+]([O-])c1ccccc1.c1cc[nH]c1.c1cc[nH]c1.c1cc[nH]c1.BrC(Br)Br